1.
The following is a DFT calculation (ωB97M-V with the def2-TZVPD basis set) of the molecule C33H40FN3O3.

```
! wB97M-V def2-TZVPD RIJCOSX def2/J DEFGRID3
* xyz 0 1
C 3.72756 1.91271 2.13842
H 2.85250 1.32000 2.41956
O 3.79774 2.10970 0.73983
C 3.78206 1.02073 -0.06937
C 3.77917 -0.29478 0.37944
C 3.67076 -1.34802 -0.51961
C 3.62474 -1.08029 -1.88101
C 3.69195 0.22719 -2.33683
C 3.75591 1.27504 -1.44281
H 3.78968 2.29832 -1.78263
H 3.67169 0.43037 -3.39713
H 3.54996 -1.89354 -2.58921
C 3.57085 -2.76579 -0.02159
H 4.53412 -3.08581 0.38389
H 3.33857 -3.42022 -0.86499
C 2.51527 -2.94633 1.08722
N 1.29987 -2.20192 0.82221
C 1.06727 -1.07128 1.52235
O 1.69977 -0.76071 2.51676
C 0.04611 -0.08638 0.96527
O -0.35884 0.82777 1.65608
N -0.26165 -0.21386 -0.34782
C 0.15632 -1.35930 -1.12369
H -0.61442 -1.57799 -1.86425
C 0.41527 -2.59442 -0.25439
H 0.96599 -3.30591 -0.88006
C -0.84443 -3.35717 0.26067
C -1.68408 -3.81339 -0.93652
H -2.46092 -4.49489 -0.59896
H -1.06962 -4.33554 -1.66723
H -2.17416 -2.97947 -1.42727
C -0.37900 -4.60495 1.02245
H 0.15713 -4.32816 1.92625
H 0.26167 -5.22847 0.40168
H -1.24149 -5.19811 1.31706
C -1.70746 -2.52056 1.20347
H -2.54513 -3.11905 1.55595
H -1.14073 -2.19569 2.07327
H -2.11011 -1.64310 0.70901
H 1.08679 -1.12261 -1.65956
C -0.80873 0.94483 -1.03974
C 0.15895 1.42326 -2.15143
N -0.01596 2.78227 -2.60449
H -0.99151 2.97396 -2.80510
C 0.54107 3.82743 -1.75760
C -0.13818 4.01233 -0.42104
C 0.52862 3.72358 0.76291
C -0.11866 3.84044 1.98014
C -1.44059 4.24774 2.02575
C -2.11100 4.54987 0.85161
C -1.46156 4.43657 -0.36430
H -1.98665 4.67666 -1.28008
H -3.14235 4.87233 0.88221
H -1.95059 4.32819 2.97427
H 0.40422 3.59717 2.89164
H 1.55638 3.39414 0.72576
H 1.59695 3.59274 -1.60343
H 0.47748 4.75783 -2.33256
H 1.18528 1.33036 -1.78598
H 0.04771 0.77493 -3.02881
H -0.86399 1.72187 -0.27307
C -2.21185 0.70776 -1.61179
C -3.23443 0.30603 -0.58532
C -3.37067 0.96451 0.63216
C -4.32440 0.56735 1.55227
C -5.17533 -0.48914 1.27458
C -5.07466 -1.15151 0.06445
C -4.11243 -0.74181 -0.83761
F -4.02248 -1.40628 -2.02056
H -5.72364 -1.97467 -0.18975
H -5.91792 -0.79735 1.99432
H -4.40002 1.08835 2.49382
H -2.71453 1.78540 0.87288
H -2.53949 1.64502 -2.07245
H -2.17131 -0.04293 -2.40447
H 2.29370 -4.00935 1.19970
H 2.89548 -2.56747 2.03769
H 3.83831 -0.50571 1.43358
H 4.63427 1.42951 2.51512
H 3.64782 2.90968 2.56882
*
```

Output
Max |F| ... 0.70 eV/A
Molecular weight ... 545.70 g mol⁻¹
SMILES string ... COc1cccc(CCN2C(=O)C(=O)N([C@@H](CNCc3ccccc3)Cc3ccccc3F)C[C@@H]2C(C)(C)C)c1
Gap between HOMO and LUMO ... 9.029 eV

Charges obtained by natural (NBO) population analysis, quoted in units of e: -0.27, 0.22, -0.52, 0.40, -0.38, 0.10, -0.29, -0.18, -0.31, 0.22, 0.22, 0.21, -0.45, 0.23, 0.20, -0.22, -0.46, 0.61, -0.61, 0.60, -0.59, -0.44, -0.24, 0.21, -0.02, 0.22, -0.04, -0.62, 0.22, 0.20, 0.22, -0.61, 0.21, 0.20, 0.22, -0.62, 0.22, 0.21, 0.22, 0.22, -0.08, -0.23, -0.61, 0.35, -0.24, -0.07, -0.21, -0.16, -0.23, -0.23, -0.18, 0.19, 0.21, 0.21, 0.22, 0.22, 0.20, 0.21, 0.22, 0.19, 0.27, -0.44, -0.10, -0.13, -0.24, -0.20, -0.28, 0.39, -0.34, 0.23, 0.22, 0.22, 0.23, 0.22, 0.22, 0.21, 0.24, 0.24, 0.17, 0.20

2.
The following is a DFT calculation (ωB97M-V with the def2-TZVPD basis set) of a 14-piece molecular cluster, C19H66N2O14 overall in a non-equilibrium geometry.

```
! wB97M-V def2-TZVPD RIJCOSX def2/J DEFGRID3
* xyz 0 1
C 3.58245 -1.43507 1.31312
C 3.03218 -2.38347 0.27125
O 3.10057 -1.82918 -1.05064
H 3.42511 -1.71293 2.32740
H 3.24997 -0.39100 1.27429
H 4.67430 -1.26676 1.20512
H 1.98985 -2.69195 0.46468
H 3.59628 -3.24370 0.33670
H 2.26745 -1.33684 -1.17638
C -3.90353 -1.73588 0.15360
C -5.25640 -1.19779 0.54585
O -5.86678 -0.77137 -0.61517
H -3.40040 -2.11457 1.07391
H -3.24442 -1.03538 -0.31505
H -4.02677 -2.48595 -0.59975
H -5.26591 -0.38076 1.26594
H -5.81985 -2.07149 0.87445
H -6.04061 0.17582 -0.48336
C 0.67996 -4.54105 -1.46350
C -0.63759 -4.34171 -0.61435
O -1.66930 -3.97151 -1.43136
H 0.53039 -5.10577 -2.43281
H 1.46286 -5.08934 -0.97211
H 1.03785 -3.57320 -1.79243
H -0.42091 -3.59900 0.12913
H -0.96245 -5.19944 -0.08863
H -2.46143 -4.05216 -0.89163
C 1.51747 1.45470 3.32125
C 2.09535 1.96402 4.62458
O 1.49325 3.13303 4.89213
H 0.44255 1.37291 3.34140
H 1.89581 0.42404 3.16138
H 1.89673 2.13803 2.57565
H 3.18777 2.07170 4.56898
H 1.91184 1.20778 5.41178
H 1.40300 3.18970 5.83450
C -2.19960 0.45239 3.01523
C -2.23921 1.31984 4.32047
O -1.38225 0.82194 5.31333
H -2.33776 -0.57959 3.28845
H -1.28804 0.66576 2.48043
H -2.96837 0.78448 2.35915
H -3.24576 1.48065 4.66254
H -1.80954 2.32190 4.05338
H -0.97456 1.51553 5.75807
C 0.46451 0.03270 -0.52674
O 0.87495 0.87504 0.48666
N -0.27889 -1.02480 -0.36043
N 0.83711 0.11697 -1.72518
H -0.77139 -1.30791 0.50557
H -0.56340 -1.62708 -1.11048
H 1.39756 0.93242 -1.98721
H 0.45885 -0.54388 -2.43805
C -0.20355 3.61889 1.69555
O -0.10439 4.23401 3.00484
H -0.97807 4.22988 1.20444
H -0.57401 2.63459 1.72224
H 0.70976 3.69327 1.19801
H 0.19044 3.64128 3.68904
C 0.36573 -1.93812 2.63593
O -0.85291 -2.18239 2.01676
H 0.14783 -1.17526 3.37775
H 1.11189 -1.46067 2.04498
H 0.81705 -2.81570 3.11650
H -1.35053 -2.79808 2.64590
C 2.50877 -1.37746 -4.16570
O 3.30125 -0.33919 -3.64594
H 2.11968 -2.13738 -3.39504
H 3.02105 -1.84799 -5.06220
H 1.56404 -0.88785 -4.42983
H 4.19641 -0.64369 -3.62921
C -1.26345 2.01522 -4.21930
O -1.16079 1.78287 -5.61355
H -2.11344 1.51108 -3.81231
H -1.31174 3.07695 -4.11913
H -0.31566 1.65354 -3.82302
H -0.31755 2.13620 -5.96057
C -1.71225 -1.20295 -3.25200
O -0.47949 -1.84698 -3.25726
H -2.42839 -1.79369 -2.72153
H -1.97842 -1.10080 -4.29386
H -1.77647 -0.27545 -2.68060
H -0.65120 -2.64168 -3.73265
C -2.24711 1.50714 -0.74566
O -3.52550 1.35222 -1.32442
H -2.01266 0.79658 0.06525
H -2.15072 2.50815 -0.28851
H -1.54008 1.50617 -1.55403
H -3.44228 1.04481 -2.23205
C 0.86998 3.45487 -1.66439
O 1.73429 2.59920 -2.43920
H 0.11715 4.00192 -2.22819
H 1.45862 4.20655 -1.14184
H 0.20908 2.83702 -0.96498
H 1.94274 3.15582 -3.18965
C 4.43290 1.60950 -0.48085
O 3.37550 2.06836 0.31916
H 5.16120 2.32179 -0.83470
H 4.10750 1.07494 -1.37394
H 4.92633 0.87714 0.12124
H 2.63063 1.50456 0.28341
*
```

Output
Max |F| ... 7.80 eV/A
Energy above the lowest of the compared OMol25 structures with the same formula, charge and spin ... 22.1 kcal per mole
Molecular weight ... 546.74 g mol⁻¹
Gap between HOMO and LUMO ... 9.379 eV

These are the Mulliken partial charges, in e, on atoms 1 to 99: -0.94, 0.39, -0.62, 0.39, -0.12, 0.37, -0.44, 0.72, -0.01, -0.02, -0.60, -0.55, 0.07, -0.28, 0.38, 0.38, 0.31, 0.33, -0.95, -0.02, -0.52, 0.33, 0.39, -0.01, -0.12, 0.62, 0.30, 1.35, -1.09, -0.53, -0.91, -0.18, 0.17, 0.34, 0.42, 0.30, -0.01, -0.58, -0.60, 0.30, -0.60, 0.39, 0.44, 0.19, 0.33, -1.26, 1.34, 2.80, 1.13, -0.69, -0.75, -0.42, -0.32, 0.21, -0.62, 0.38, -0.44, 0.26, 0.32, -0.41, -0.69, 0.40, -0.43, 0.47, 0.36, -0.42, -0.45, 0.02, 0.41, 0.04, 0.28, -0.16, -0.59, 0.12, 0.36, 0.01, 0.33, -0.95, -0.63, 0.32, 0.53, -0.11, 0.39, 0.78, -0.59, -0.49, 0.27, -0.37, 0.51, -0.32, -0.60, 0.39, 0.39, -0.32, 0.28, -0.54, -0.58, 0.37, 0.03